No. 1
# C60H48O44

A cluster of 14 separate species, C60H48O44 in total at a distorted geometry (ωB97M-V/def2-TZVPD, the OMol25 dataset).

## Properties
**2S+1**: 2
**E_LUMO (spin up / spin down)**: -7.094 / -8.746 eV
**<S²>**: 0.77
**Total charge**: +1
**Frontier orbital gap (spin up / spin down)**: 3.64 / 1.99 eV

Positions of all 152 atoms, in Å:
C: 18.34 1.24 -4.59
C: 19.14 2.34 -4.49
C: 18.68 3.68 -3.91
O: 19.40 4.70 -3.90
C: 17.30 3.69 -3.56
C: 16.54 2.55 -3.51
C: 16.97 1.27 -4.05
O: 16.30 0.21 -4.02
O: 15.21 2.72 -3.22
O: 20.40 2.30 -5.07
H: 18.79 0.36 -5.01
H: 16.99 4.70 -3.32
H: 14.78 1.86 -3.15
H: 20.61 3.19 -5.37
C: 20.59 -1.38 -10.53
C: 20.12 -0.98 -9.34
C: 20.31 0.39 -8.82
O: 19.83 0.88 -7.76
C: 21.20 1.23 -9.74
C: 21.65 0.79 -10.93
C: 21.43 -0.57 -11.45
O: 21.86 -1.01 -12.53
O: 22.41 1.62 -11.72
O: 19.40 -1.81 -8.53
H: 20.51 -2.45 -10.62
H: 21.50 2.17 -9.32
H: 22.41 1.34 -12.64
H: 19.17 -1.41 -7.69
C: 26.63 3.51 -13.24
C: 25.51 2.79 -12.99
C: 24.84 1.90 -13.98
O: 23.81 1.16 -13.81
C: 25.46 1.97 -15.32
C: 26.53 2.78 -15.62
C: 27.24 3.66 -14.56
O: 28.23 4.30 -14.74
O: 26.99 2.84 -16.94
O: 24.93 2.74 -11.75
H: 27.14 4.01 -12.43
H: 24.91 1.44 -16.08
H: 27.83 3.32 -16.90
H: 24.08 2.29 -11.74
C: 24.65 -3.12 -12.05
C: 25.29 -4.27 -12.43
C: 26.79 -4.48 -12.47
O: 27.42 -5.45 -12.81
C: 27.49 -3.28 -12.06
C: 26.89 -2.14 -11.55
C: 25.43 -1.96 -11.54
O: 24.82 -0.94 -11.30
O: 27.51 -0.99 -11.25
O: 24.57 -5.33 -12.91
H: 23.57 -3.06 -12.02
H: 28.55 -3.20 -11.93
H: 26.84 -0.42 -10.88
H: 25.11 -6.11 -12.75
C: 21.06 3.23 -17.23
C: 21.36 2.18 -16.39
C: 20.76 2.03 -15.06
O: 20.99 1.15 -14.22
C: 19.86 3.15 -14.83
C: 19.69 4.23 -15.63
C: 20.23 4.35 -16.97
O: 20.00 5.27 -17.79
O: 18.97 5.31 -15.25
O: 22.18 1.22 -16.72
H: 21.46 3.18 -18.23
H: 19.28 3.11 -13.92
H: 18.97 6.00 -15.92
H: 22.19 0.57 -16.02
C: 15.91 1.37 -8.66
C: 15.56 0.34 -7.85
C: 14.37 0.42 -6.85
O: 14.11 -0.39 -5.96
C: 13.61 1.61 -7.08
C: 13.89 2.60 -7.97
C: 15.11 2.62 -8.80
O: 15.48 3.56 -9.51
O: 13.02 3.66 -8.10
O: 16.31 -0.75 -7.79
H: 16.77 1.25 -9.31
H: 12.69 1.76 -6.53
H: 13.29 4.12 -8.90
H: 15.79 -1.48 -7.46
C: 24.44 7.77 -12.91
C: 24.40 7.13 -11.72
C: 23.86 5.79 -11.56
O: 23.69 5.24 -10.50
C: 23.36 5.25 -12.77
C: 23.48 5.79 -14.00
C: 24.08 7.13 -14.20
O: 24.26 7.67 -15.26
O: 23.23 5.18 -15.18
O: 24.90 7.71 -10.57
H: 24.95 8.72 -12.90
H: 22.86 4.30 -12.67
H: 23.58 5.62 -15.97
H: 24.64 7.24 -9.78
C: 17.99 -5.98 -13.34
C: 18.96 -5.11 -13.65
C: 19.61 -5.08 -15.02
O: 20.61 -4.43 -15.29
C: 18.88 -5.92 -15.96
C: 17.95 -6.84 -15.58
C: 17.38 -6.92 -14.21
O: 16.46 -7.64 -13.82
O: 17.38 -7.71 -16.47
O: 19.40 -4.17 -12.77
H: 17.48 -5.83 -12.40
H: 19.34 -6.12 -16.91
H: 16.67 -8.22 -16.05
H: 19.29 -3.29 -13.16
C: 21.64 -6.73 -12.00
C: 20.96 -7.82 -12.34
C: 19.74 -8.28 -11.60
O: 19.18 -9.28 -12.01
C: 19.34 -7.40 -10.55
C: 20.09 -6.34 -10.09
C: 21.28 -5.88 -10.85
O: 21.84 -4.78 -10.53
O: 19.69 -5.57 -9.07
O: 21.22 -8.49 -13.52
H: 22.54 -6.42 -12.52
H: 18.38 -7.45 -10.05
H: 20.21 -4.77 -8.96
H: 20.68 -9.28 -13.57
C: 17.66 -3.68 -4.49
C: 18.52 -2.65 -4.38
C: 18.79 -1.87 -3.09
O: 19.70 -1.02 -3.01
C: 17.90 -2.30 -2.02
C: 17.02 -3.34 -2.09
C: 16.97 -4.29 -3.32
O: 16.39 -5.36 -3.32
O: 16.13 -3.64 -1.09
O: 19.18 -2.26 -5.48
H: 17.50 -4.28 -5.37
H: 17.94 -1.68 -1.13
H: 16.38 -3.11 -0.33
H: 19.83 -1.59 -5.24
O: 21.37 -0.47 -5.32
H: 21.79 -0.43 -4.46
H: 21.09 0.43 -5.49
O: 19.21 -1.61 -13.82
H: 19.24 -1.24 -14.70
H: 19.99 -1.25 -13.39
O: 17.98 3.48 -7.39
H: 17.97 3.91 -8.24
H: 18.68 2.83 -7.45
O: 22.42 -1.30 -15.13
H: 22.36 -0.97 -14.23
H: 22.96 -2.08 -15.06

Results of the Löwdin charge analysis, in e, for atoms 1 through 4: 0.071 -0.166 -0.301 0.093


No. 2
# C60H50N10O20

A cluster of 10 separate species, C60H50N10O20 in total at a distorted geometry (ωB97M-V/def2-TZVPD, the OMol25 dataset).

## Properties
**2S+1**: 1
**E_LUMO**: -0.866 eV
**SMILES string**: O=[N+]([O-])c1ccccc1.O=[N+]([O-])c1ccccc1.O=[N+]([O-])c1ccccc1.O=[N+]([O-])c1ccccc1.O=[N+]([O-])c1ccccc1.O=[N+]([O-])c1ccccc1.O=[N+]([O-])c1ccccc1.O=[N+]([O-])c1ccccc1.O=[N+]([O-])c1ccccc1.O=[N+]([O-])c1ccccc1
**ΔE to the lowest compared entry with this formula, charge and spin**: 164.83 kcal/mol
**Frontier orbital gap**: 9.06 eV

Positions of all 140 atoms, in Å:
O: -13.32 4.20 2.66
N: -12.54 3.31 2.39
O: -12.93 2.35 1.76
C: -11.10 3.39 2.79
C: -10.48 4.73 2.90
C: -9.15 4.82 3.20
C: -8.32 3.74 3.56
C: -8.97 2.53 3.55
C: -10.28 2.30 3.11
H: -11.04 5.63 2.65
H: -8.61 5.75 3.04
H: -7.29 3.87 3.86
H: -8.53 1.58 3.78
H: -10.60 1.27 3.02
O: -2.21 -10.45 -12.37
N: -1.87 -9.90 -11.30
O: -2.74 -9.77 -10.46
C: -0.51 -9.35 -11.08
C: -0.17 -8.64 -9.87
C: 1.14 -8.34 -9.67
C: 2.11 -8.64 -10.62
C: 1.83 -9.28 -11.81
C: 0.51 -9.63 -12.03
H: -0.89 -8.37 -9.11
H: 1.50 -7.85 -8.78
H: 3.12 -8.27 -10.52
H: 2.65 -9.45 -12.48
H: 0.23 -10.08 -12.97
O: -0.02 0.39 8.94
N: 0.23 1.27 9.78
O: -0.43 2.30 9.90
C: 1.53 1.09 10.49
C: 2.39 0.12 10.07
C: 3.58 -0.04 10.77
C: 3.90 0.74 11.84
C: 3.01 1.74 12.25
C: 1.80 1.86 11.58
H: 2.06 -0.57 9.31
H: 4.15 -0.92 10.51
H: 4.75 0.55 12.49
H: 3.05 2.32 13.16
H: 1.16 2.61 12.02
O: 1.81 -2.11 -12.33
N: 2.65 -1.38 -11.83
O: 3.87 -1.59 -11.97
C: 2.25 -0.25 -11.00
C: 0.96 0.14 -11.17
C: 0.50 1.19 -10.38
C: 1.29 1.70 -9.35
C: 2.71 1.37 -9.33
C: 3.10 0.36 -10.15
H: 0.20 -0.30 -11.80
H: -0.55 1.45 -10.51
H: 0.77 2.36 -8.67
H: 3.30 1.75 -8.51
H: 4.08 -0.06 -9.98
O: -10.82 8.81 -3.45
N: -11.22 7.74 -2.93
O: -12.28 7.65 -2.25
C: -10.27 6.55 -3.11
C: -10.83 5.27 -3.11
C: -10.01 4.17 -3.14
C: -8.61 4.35 -3.17
C: -7.97 5.55 -3.22
C: -8.81 6.67 -3.22
H: -11.90 5.19 -2.98
H: -10.39 3.17 -3.02
H: -8.02 3.45 -3.20
H: -6.90 5.65 -3.21
H: -8.22 7.57 -3.13
O: -3.59 -8.93 0.06
N: -4.33 -7.98 0.29
O: -5.05 -7.51 -0.59
C: -4.64 -7.69 1.70
C: -5.61 -6.71 2.08
C: -5.71 -6.27 3.41
C: -4.85 -6.81 4.36
C: -3.97 -7.85 4.09
C: -3.97 -8.33 2.79
H: -6.22 -6.18 1.36
H: -6.29 -5.39 3.64
H: -4.78 -6.29 5.30
H: -3.36 -8.18 4.92
H: -3.31 -9.13 2.48
O: -0.54 9.07 -0.22
N: -0.17 8.96 0.95
O: -0.93 8.63 1.86
C: 1.23 9.28 1.31
C: 1.65 8.87 2.54
C: 3.00 9.04 2.97
C: 3.86 9.63 2.06
C: 3.41 10.08 0.82
C: 2.12 9.89 0.42
H: 0.94 8.34 3.15
H: 3.38 8.72 3.93
H: 4.83 9.81 2.49
H: 4.02 10.55 0.07
H: 1.69 10.20 -0.52
O: 7.78 -6.31 -0.66
N: 7.85 -6.10 0.57
O: 6.88 -6.28 1.31
C: 9.07 -5.57 1.25
C: 10.24 -5.28 0.51
C: 11.45 -4.90 1.14
C: 11.40 -4.68 2.53
C: 10.19 -4.85 3.24
C: 8.98 -5.30 2.61
H: 10.33 -5.48 -0.55
H: 12.41 -4.84 0.65
H: 12.29 -4.44 3.08
H: 10.02 -4.61 4.28
H: 8.07 -5.27 3.18
O: 10.95 1.98 3.38
N: 11.07 1.86 4.60
O: 12.09 1.54 5.12
C: 9.94 2.36 5.35
C: 8.70 2.45 4.77
C: 7.63 2.90 5.56
C: 7.87 3.53 6.80
C: 9.06 3.46 7.48
C: 10.10 2.89 6.64
H: 8.48 2.09 3.78
H: 6.64 2.92 5.14
H: 6.99 3.81 7.36
H: 9.21 3.53 8.55
H: 11.07 2.67 7.07
O: 0.61 -0.10 1.52
N: -0.42 0.17 0.92
O: -1.05 1.16 1.23
C: -0.76 -0.56 -0.29
C: -1.48 0.15 -1.30
C: -1.75 -0.54 -2.51
C: -1.29 -1.87 -2.62
C: -0.64 -2.55 -1.61
C: -0.41 -1.86 -0.45
H: -1.68 1.21 -1.22
H: -2.22 -0.05 -3.35
H: -1.52 -2.34 -3.57
H: -0.33 -3.58 -1.74
H: -0.06 -2.48 0.36

Results of the Löwdin charge analysis, in e, for atoms 1 through 4: 0.072 -0.366 0.076 -0.082


No. 3
# C60H52FeN7O3Te

A structure of composition C60H52FeN7O3Te at a distorted geometry (ωB97M-V/def2-TZVPD, the OMol25 dataset).

## Properties
**2S+1**: 1
**E_LUMO (spin up / spin down)**: 2.213 / 2.213 eV
**ΔE to the lowest compared entry with this formula, charge and spin**: 30.69 kcal/mol
**Total charge**: -1
**Frontier orbital gap (spin up / spin down)**: 5.81 / 5.82 eV

Positions of all 124 atoms, in Å:
Fe: 0.32 -0.06 0.57
C: -2.77 -2.15 2.50
C: -1.81 -1.52 1.54
N: -0.89 -0.68 1.88
N: -0.86 -0.03 3.09
C: -0.33 1.17 2.83
O: -0.15 1.64 1.67
C: 0.03 2.02 4.01
C: -0.19 1.59 5.31
C: 0.20 2.37 6.38
C: 0.85 3.58 6.17
C: 1.09 4.01 4.87
C: 0.68 3.24 3.79
C: -1.89 -1.67 0.07
C: -2.73 -2.59 -0.56
C: -2.74 -2.64 -1.94
C: -1.92 -1.78 -2.65
C: -1.14 -0.88 -1.95
N: -1.14 -0.80 -0.63
H: -2.42 -1.99 3.51
H: -2.85 -3.22 2.31
H: -3.77 -1.72 2.41
H: -0.68 0.63 5.46
H: 0.01 2.03 7.40
H: 1.16 4.19 7.01
H: 1.59 4.95 4.69
H: 0.85 3.56 2.77
H: -3.35 -3.24 0.03
H: -3.36 -3.36 -2.46
H: -1.88 -1.80 -3.73
H: -0.47 -0.19 -2.46
C: 1.76 3.64 -5.98
C: 1.66 2.93 -4.66
C: 2.70 2.19 -4.13
C: 2.61 1.49 -2.93
C: 3.77 0.63 -2.62
O: 3.67 -0.48 -2.15
C: 5.18 1.12 -2.94
C: 6.16 0.16 -3.17
C: 7.47 0.54 -3.42
C: 7.81 1.89 -3.43
C: 6.84 2.85 -3.16
C: 5.53 2.46 -2.92
C: 1.42 1.55 -2.10
O: 1.41 1.02 -0.94
C: 0.33 2.33 -2.68
C: 0.50 2.95 -3.91
C: -1.00 2.50 -2.04
N: -1.21 2.12 -0.84
C: -2.53 2.19 -0.23
C: -3.02 3.58 0.14
Te: -1.85 4.69 1.55
C: -0.27 5.26 0.27
C: -0.21 6.56 -0.23
C: 0.80 6.92 -1.11
C: 1.76 6.00 -1.49
C: 1.73 4.71 -0.96
C: 0.72 4.34 -0.08
C: -2.08 3.15 -2.86
C: -2.12 4.54 -2.99
C: -3.16 5.15 -3.68
C: -4.17 4.38 -4.24
C: -4.12 2.99 -4.13
C: -3.08 2.39 -3.45
H: 2.74 3.50 -6.43
H: 1.59 4.72 -5.88
H: 1.01 3.27 -6.69
H: 3.61 2.08 -4.72
H: 5.88 -0.88 -3.15
H: 8.22 -0.21 -3.61
H: 8.83 2.19 -3.63
H: 7.11 3.90 -3.12
H: 4.77 3.20 -2.68
H: -0.33 3.51 -4.32
H: -2.48 1.57 0.67
H: -3.29 1.74 -0.89
H: -3.99 3.51 0.64
H: -3.15 4.21 -0.73
H: -0.97 7.28 0.05
H: 0.83 7.93 -1.51
H: 2.54 6.27 -2.20
H: 2.48 3.98 -1.25
H: 0.69 3.33 0.32
H: -1.34 5.14 -2.54
H: -3.18 6.23 -3.78
H: -4.98 4.85 -4.78
H: -4.91 2.39 -4.56
H: -3.03 1.30 -3.37
N: 1.13 -1.81 -0.05
C: 2.18 -2.47 -0.18
C: 2.06 -3.83 -0.87
C: 3.01 -4.28 -1.78
C: 2.86 -5.51 -2.42
C: 1.75 -6.30 -2.16
C: 0.78 -5.84 -1.27
C: 0.94 -4.62 -0.64
C: 3.60 -2.11 0.22
C: 4.06 -0.80 -0.02
C: 5.37 -0.51 0.36
C: 6.22 -1.47 0.89
C: 5.77 -2.77 1.09
C: 4.46 -3.07 0.73
H: 3.87 -3.66 -1.99
H: 3.60 -5.84 -3.13
H: 1.63 -7.26 -2.65
H: -0.10 -6.45 -1.06
H: 0.18 -4.23 0.04
H: 3.33 -0.05 0.22
H: 5.73 0.51 0.24
H: 7.24 -1.20 1.16
H: 6.41 -3.53 1.52
H: 4.08 -4.07 0.88
C: 4.51 1.60 3.76
N: 3.53 0.70 3.19
C: 3.24 -0.58 3.60
C: 2.22 -1.00 2.81
N: 1.88 -0.01 1.93
C: 2.68 1.00 2.19
H: 5.33 1.02 4.17
H: 4.06 2.21 4.55
H: 4.90 2.25 2.99
H: 3.78 -1.06 4.39
H: 1.71 -1.95 2.79
H: 2.66 1.95 1.68

Results of the Löwdin charge analysis, in e, for atoms 1 through 4: 0.508 -0.030 -0.252 -0.043


no.,DFT total energy (eV)
1,-153068.7270
2,-118848.4262
3,-121318.1753